Record 1
A 2-piece molecular cluster, C5H13NO2S overall at a distorted geometry, computed with ωB97M-V with the def2-TZVPD basis set.

Last columns: bonded neighbours and bond lengths (Å).
Cartesian coordinates (Å):
1 C -0.39199 -2.52874 0.77561  C4 1.591, H10 1.045, H11 1.084, H12 1.120
2 C 0.80497 1.06050 -2.26833  H13 1.060, H14 1.155, H15 1.179, H22 1.145
3 C 0.20282 1.85121 1.64593  N6 1.368, H16 1.090, H17 1.078, H18 1.087
4 C 0.37005 -1.49682 -0.16572  C1 1.591, C5 1.598, H19 1.121, H20 1.130
5 C -0.10976 0.00213 0.11199  C4 1.598, N6 1.358, S9 1.893
6 N 0.48034 0.59418 1.18215  C3 1.368, C5 1.358, H21 1.012
7 O -2.24827 -0.03916 -1.42391  S9 1.455
8 O -2.36630 1.57159 0.40026  S9 1.495
9 S -1.99006 0.18420 -0.00927  C5 1.893, O7 1.455, O8 1.495
10 H 0.18772 -3.39793 0.74693  C1 1.045
11 H -0.29078 -2.22486 1.81109  C1 1.084
12 H -1.44166 -2.75113 0.45442  C1 1.120
13 H 0.24872 0.67651 -1.45137  C2 1.060
14 H 0.38912 0.72271 -3.29127  C2 1.155
15 H 1.19138 2.15306 -2.05320  C2 1.179
16 H 0.94461 2.62296 1.43927  C3 1.090
17 H -0.74677 2.11136 1.20801  C3 1.078
18 H 0.21215 1.70750 2.72310  C3 1.087
19 H 1.47245 -1.63048 -0.01303  C4 1.121
20 H 0.24297 -1.72287 -1.26565  C4 1.130
21 H 1.04603 0.04387 1.81597  N6 1.012
22 H 1.79223 0.49020 -2.37298  C2 1.145

For the max |F|, the calculation gives 5.1 eV Å⁻¹. For the HOMO energy (alpha / beta), the calculation gives -8.6 / -8.6 eV. The energy above the lowest of the compared OMol25 structures with the same formula, charge and spin is 384.6 kJ/mol. The multiplicity is 1. For the HOMO-LUMO gap (alpha / beta), the calculation gives 0.2902 / 0.2901 Ha. Its energy is -801.595798 Ha.


Record 2
A 2-piece molecular cluster, C5H13NO3 overall at a distorted geometry, computed with ωB97M-V with the def2-TZVPD basis set.

Last columns: bonded neighbours and bond lengths (Å).
Cartesian coordinates (Å):
1 C -1.03950 -1.09249 -0.10613  C4 1.491, N6 1.332, O7 1.380
2 C 0.22145 1.56430 -1.14233  O8 1.394, O9 1.415, H14 1.098, H16 1.164
3 C 0.22069 0.05538 1.67617  C5 1.499, N6 1.359, H15 1.081
4 C -0.07801 -2.03386 -0.74762  C1 1.491, H17 1.095, H18 1.084, H19 1.090
5 C 1.51379 -0.70008 1.74729  C3 1.499, H20 1.088, H21 1.089, H22 1.096
6 N -0.87756 -0.41775 1.03122  C1 1.332, C3 1.359, H13 1.017
7 O -2.22682 -0.85956 -0.76938  C1 1.380, H10 0.969
8 O 0.99621 2.71175 -1.30612  C2 1.394, H11 0.967
9 O -1.15749 1.86505 -1.03765  C2 1.415, H12 0.965
10 H -2.20179 0.02291 -1.16895  O7 0.969
11 H 0.73210 3.16633 -2.11727  O8 0.967
12 H -1.27073 2.46023 -0.28620  O9 0.965
13 H -1.71837 0.11242 1.24422  N6 1.017
14 H 0.29937 0.90200 -2.01457  C2 1.098
15 H -0.02953 0.62334 2.56123  C3 1.081
16 H 0.58086 1.12495 -0.12601  C2 1.164
17 H 0.52844 -1.54000 -1.51331  C4 1.095
18 H 0.58238 -2.48748 -0.01693  C4 1.084
19 H -0.65080 -2.82279 -1.23538  C4 1.090
20 H 1.93635 -0.85374 0.75627  C5 1.088
21 H 2.22221 -0.12237 2.33904  C5 1.089
22 H 1.41676 -1.67853 2.23241  C5 1.096

For the max |F|, the calculation gives 1.8 eV Å⁻¹. For the HOMO energy (alpha / beta), the calculation gives -6.2 / -6.2 eV. The energy above the lowest of the compared OMol25 structures with the same formula, charge and spin is 348.7 kJ/mol. The multiplicity is 1. For the HOMO-LUMO gap (alpha / beta), the calculation gives 0.2529 / 0.2529 Ha. Its energy is -478.682617 Ha.